(1)
40
Properties=species:S:1:pos:R:3 method="wB97M-V/def2-TZVPD" total_charge=+1 gap_ev=7.5 max_force_ha_per_bohr=0.0096 relative_energy_kcal_mol=0.00
Al 0.33272 -1.15663 -1.10399
C 0.54478 -1.74559 4.43351
C 1.18728 -1.81298 3.08194
C 2.54378 -2.09342 2.91920
C 3.10406 -2.18562 1.65350
C 2.26880 -1.98977 0.58080
Br 2.83543 -2.08188 -1.22237
N 0.97200 -1.69884 0.70439
C 0.44324 -1.60931 1.92946
H 1.29679 -1.72913 5.21862
H -0.08709 -2.62190 4.58857
H -0.08712 -0.86358 4.53234
H 3.17248 -2.24005 3.78815
H 4.15288 -2.39688 1.50432
H -0.60834 -1.35608 1.97957
C 0.85987 0.64925 -1.23771
C 1.11584 1.83576 -1.25642
C 1.38636 3.23455 -1.29858
C 1.63188 3.96079 -0.13101
C 1.84678 5.32625 -0.20118
C 1.81876 5.97802 -1.42633
C 1.58835 5.25757 -2.59015
C 1.37275 3.89231 -2.53330
H 1.65934 3.45140 0.82304
H 2.03763 5.88365 0.70633
H 1.97651 7.04721 -1.47293
H 1.57556 5.75918 -3.54866
H 1.20045 3.32418 -3.43724
F -6.11680 -1.85800 -0.65421
C -4.86861 -2.08602 -1.01932
C -4.57572 -3.08438 -1.94007
F -5.55792 -3.80661 -2.44554
C -3.26430 -3.32276 -2.32442
F -3.00572 -4.28229 -3.20142
C -2.21647 -2.57237 -1.80317
S -0.54127 -2.86215 -2.26781
C -2.55748 -1.59335 -0.89164
F -1.50429 -0.84933 -0.36732
C -3.84256 -1.32579 -0.48035
F -4.09066 -0.37540 0.41141

***

(2)
47
Properties=species:S:1:pos:R:3 method="wB97M-V/def2-TZVPD" total_charge=+2 gap_ev="6.6 / 6.7" max_force_ha_per_bohr=0.0189 relative_energy_kcal_mol=19.46
Ru 0.24931 0.36408 -1.26433
N -1.55989 1.46287 -1.69166
C -2.17955 1.79848 -0.38218
C -1.15608 1.72365 0.72527
O -1.40198 1.86340 1.87919
N 0.16362 1.42174 0.24293
C 1.28504 1.29664 1.18441
C 2.10220 0.05815 0.81387
O 2.87589 -0.45215 1.55576
O 1.88074 -0.33796 -0.46898
H -1.30402 2.31993 -2.17183
H -2.23936 0.99786 -2.28504
H -2.97533 1.09551 -0.14373
H -2.61043 2.79837 -0.38466
H 0.92366 1.24180 2.20792
H 1.97266 2.13901 1.09563
C -2.19629 -3.49927 -4.16074
C -1.88456 -3.01399 -2.76900
C -2.12512 -3.78184 -1.63462
C -1.76555 -3.31763 -0.38534
C -1.14522 -2.08807 -0.27481
Br -0.63550 -1.51863 1.42086
N -0.93436 -1.30236 -1.35545
C -1.31890 -1.77534 -2.57350
H -2.57262 -4.51910 -4.14115
H -1.29969 -3.47844 -4.78046
H -2.94358 -2.86842 -4.64326
H -2.60956 -4.74671 -1.72772
H -1.96205 -3.89335 0.50697
H -1.16547 -1.11850 -3.41248
C 5.72717 2.09891 -2.86865
C 4.88224 0.94336 -3.28360
C 5.35379 -0.23191 -3.81274
C 4.45280 -1.24696 -4.13170
N 3.12172 -1.07149 -3.97174
C 2.69610 0.05545 -3.48576
S 0.94446 0.33284 -3.42284
N 3.54032 1.04870 -3.12939
C 4.90223 -2.56440 -4.65386
H 6.72688 2.00375 -3.28362
H 5.81541 2.12356 -1.77988
H 5.29647 3.04482 -3.20005
H 6.41435 -0.35956 -3.97678
H 3.15502 1.90661 -2.75541
H 5.87706 -2.49664 -5.13176
H 4.16383 -2.96977 -5.34166
H 4.98752 -3.26119 -3.81415

***

(3)
36
Properties=species:S:1:pos:R:3 method="wB97M-V/def2-TZVPD" total_charge=0 gap_ev=7.5 max_force_ha_per_bohr=0.0968 relative_energy_kcal_mol=85.29
O 7.82541 -0.06749 -2.42873
C 7.38381 0.28167 -1.31525
O 8.14348 0.66942 -0.35320
C 5.81888 0.16328 -1.16194
C 4.90241 1.26942 -1.27778
N 3.66058 0.58517 -1.09758
C 3.83807 -0.74401 -0.89526
N 5.19918 -1.06634 -0.91222
H 5.06724 2.34897 -1.47100
H 2.74230 1.04157 -1.14070
H 3.05397 -1.52805 -0.74997
H 5.61600 -1.98807 -0.77713
C -1.45410 1.62479 0.38765
C -0.27511 1.86268 -0.54017
C -0.72776 2.00513 -1.98472
O 0.64329 0.76842 -0.43331
H -1.97706 0.70004 0.12508
H -1.11350 1.51336 1.41977
H -2.16521 2.45194 0.34188
H 0.25921 2.76455 -0.23222
H -1.22606 1.09355 -2.32797
H 0.13024 2.16437 -2.64273
H -1.41689 2.84359 -2.10110
H 0.18050 -0.03511 -0.70301
C -3.59996 -2.56205 2.29731
C -4.21259 -1.24764 1.83940
C -5.72484 -1.25745 1.99779
O -3.87874 -1.01793 0.47012
H -3.97808 -3.39689 1.69932
H -2.51533 -2.54520 2.16813
H -3.82344 -2.75721 3.34829
H -3.78814 -0.42357 2.41769
H -6.17468 -2.04818 1.38967
H -6.15222 -0.31247 1.65557
H -6.01176 -1.41362 3.03988
H -4.24911 -1.74064 -0.05152

***

(4)
45
Properties=species:S:1:pos:R:3 method="wB97M-V/def2-TZVPD" total_charge=0 smiles="O=C(c1cnccn1)N1CCC(N2C(=O)CCc3ccccc32)CC1" gap_ev=8.4 max_force_ha_per_bohr=0.0746 relative_energy_kcal_mol=28.47
O 0.04008 -0.23639 -4.02022
O -1.36673 1.39635 3.33049
N 0.72473 3.09998 -6.34080
N 0.22882 3.29142 -3.55008
C 0.12692 0.83442 -3.39583
C -0.84464 0.30769 3.30880
C 0.51603 4.28363 -5.74981
C 0.31808 4.37366 -4.36002
C 0.62539 1.99230 -5.56731
C 0.34532 2.09512 -4.17498
C 1.68302 -3.36657 1.51639
C 1.42891 -4.10932 2.69099
C 1.13304 -2.08828 1.31684
C 0.49840 -3.62515 3.58720
C 0.18886 -1.59675 2.23856
C -0.11899 -2.39781 3.36759
N -0.12836 0.66707 -2.05605
N -0.45726 -0.32844 2.13608
C -0.71966 -0.44214 4.66512
C -1.05663 -1.90845 4.39240
C -0.42076 -0.69458 -1.51285
C 0.06031 1.75951 -1.03996
C -1.28976 -0.74792 -0.22951
C 0.28089 1.23389 0.35473
C -0.84452 0.29471 0.83343
H 0.56134 5.18653 -6.31808
H 0.11788 5.34316 -3.98208
H 0.75801 1.06104 -6.05360
H 2.38412 -3.81399 0.80045
H 1.99588 -5.03932 2.89116
H 1.45724 -1.44028 0.50770
H 0.25087 -4.20206 4.46002
H -1.41991 -0.05742 5.38091
H 0.28745 -0.30742 5.06810
H -0.99360 -2.47510 5.31120
H -2.09438 -1.96141 4.02270
H -0.90326 -1.36205 -2.18809
H 0.51616 -1.20280 -1.34794
H -0.88795 2.33025 -1.05645
H 0.83240 2.44675 -1.31322
H -2.34303 -0.56566 -0.50486
H -1.34853 -1.77524 0.19377
H 0.34901 2.07908 1.05660
H 1.26901 0.74289 0.35241
H -1.74020 0.92509 0.97813

***

(5)
77
Properties=species:S:1:pos:R:3 method="wB97M-V/def2-TZVPD" total_charge=+1 gap_ev=6.1 max_force_ha_per_bohr=0.0819
Pt -0.60575 -0.55403 -0.10454
C -1.91297 2.95292 4.71943
C -0.88541 3.32962 3.65824
N 0.10378 2.30078 3.42133
C -0.08782 1.28290 2.54905
S -1.52635 1.28472 1.57739
N 0.84080 0.37155 2.45511
N 0.84687 -0.54425 1.51721
C 1.78679 -1.51765 1.54981
C 2.72805 -1.61418 2.70798
C 1.78372 -2.47453 0.51633
C 2.67947 -3.57544 0.46616
C 2.55508 -4.50622 -0.53126
C 1.54554 -4.35604 -1.49352
C 0.72739 -3.24699 -1.40869
N 0.83739 -2.33615 -0.45829
H -2.61374 3.77207 4.84999
H -1.43262 2.75056 5.67330
H -2.45962 2.06687 4.40905
H -0.35404 4.23776 3.95259
H -1.39054 3.50844 2.70529
H 0.77968 2.13521 4.15362
H 2.61155 -0.74865 3.35353
H 3.75950 -1.66765 2.36467
H 2.51311 -2.51261 3.28735
H 3.44353 -3.67754 1.22084
H 3.22520 -5.35097 -0.58511
H 1.41508 -5.06811 -2.29277
H -0.04771 -3.07094 -2.14504
F -2.68175 2.04035 -5.25342
C -2.24474 1.50411 -4.10125
C -2.62203 2.08144 -2.90238
C -2.16334 1.52624 -1.71775
C -1.33019 0.41402 -1.74194
C -0.94207 -0.13399 -2.96170
C -1.41353 0.39833 -4.15047
H -3.27308 2.94108 -2.90090
H -2.47935 1.96301 -0.78119
H -0.25806 -0.97332 -3.00064
H -1.13325 -0.03339 -5.09734
C 1.32112 2.56486 -3.57251
N 1.97030 3.20500 -2.45143
C 2.80250 4.33300 -2.82887
C 2.06726 2.57665 -1.26686
S 1.79206 0.89224 -1.19529
N 2.42880 3.26067 -0.17058
C 2.86693 2.59322 1.02915
C 2.18338 4.67372 0.02508
H 0.87389 3.32886 -4.20819
H 0.54202 1.89787 -3.21457
H 2.03415 1.98550 -4.16532
H 3.28305 4.10652 -3.78292
H 3.58676 4.49573 -2.09628
H 2.21339 5.24563 -2.95104
H 3.07565 1.54784 0.82244
H 2.10101 2.65262 1.80368
H 3.77380 3.07349 1.39778
H 1.54337 5.07244 -0.75337
H 3.11655 5.23993 0.06122
H 1.66962 4.80264 0.97983
C -1.81284 -5.46172 1.89979
C -1.04145 -4.35787 2.28250
C -1.21913 -3.14518 1.67166
C -2.15371 -2.97476 0.62763
C -2.31130 -1.75971 -0.08939
C -3.40292 -1.59634 -0.91166
C -4.27128 -2.66941 -1.17494
C -4.05938 -3.89418 -0.60568
C -3.01029 -4.07321 0.31879
C -2.79457 -5.31093 0.95858
H -1.64386 -6.42019 2.36586
H -0.29982 -4.46785 3.05876
H -0.67603 -2.27788 2.02549
H -3.63368 -0.65223 -1.38179
H -5.10239 -2.51565 -1.84677
H -4.71253 -4.72637 -0.82729
H -3.42501 -6.14429 0.68646

***

(6)
15
Properties=species:S:1:pos:R:3 method="wB97M-V/def2-TZVPD" total_charge=0 smiles="CC(N)=O.CO" gap_ev=10.2 max_force_ha_per_bohr=0.0124 relative_energy_kcal_mol=22.67
C 2.44509 -0.12616 1.18329
O 1.57794 0.98681 1.40599
H 1.01875 0.79822 2.17128
H 2.69653 -0.12395 0.12784
H 1.94136 -1.07735 1.38142
H 3.34201 -0.04707 1.79885
C -0.50570 -1.42992 -0.96457
C -1.22525 -0.10119 -0.87424
O -1.71286 0.43636 -1.84571
N -1.34738 0.39687 0.38184
H -1.69708 1.32826 0.52895
H -0.86977 -0.00686 1.16695
H -0.44057 -1.88874 0.02222
H 0.50913 -1.28598 -1.33388
H -1.03132 -2.08849 -1.64828

***

(7)
98
Properties=species:S:1:pos:R:3 method="wB97M-V/def2-TZVPD" total_charge=0 gap_ev=6.4 max_force_ha_per_bohr=0.0116 relative_energy_kcal_mol=4.81
Sc 0.01336 -0.62709 0.01985
C 0.45721 3.12468 -1.36046
C 0.36294 3.08994 0.15585
N 0.81779 1.82769 0.78075
C 2.27815 1.84844 1.05889
C 3.17845 2.33973 -0.06197
C 0.12841 1.73268 2.08713
C 0.53729 0.53019 2.91132
N 0.55844 -0.66163 2.07869
C 1.11278 -1.78544 2.63024
C 1.50853 -2.82140 1.77456
F 1.31071 -2.61270 0.44348
C 2.09005 -3.99371 2.18401
F 2.43219 -4.90548 1.26516
C 2.33463 -4.22929 3.52464
C 1.95286 -3.23596 4.40107
F 2.14142 -3.41139 5.71851
C 1.35580 -2.05855 3.98759
F 0.95796 -1.19816 4.95206
H -0.19918 3.90178 -1.75512
H 0.11906 2.16919 -1.76400
H 1.46244 3.30877 -1.73047
H -0.68632 3.21697 0.42880
H 0.90537 3.93157 0.60834
H 2.57177 0.83662 1.32943
H 2.43968 2.49523 1.93513
H 3.00813 1.80647 -0.99400
H 4.21113 2.15245 0.23395
H 3.07537 3.41111 -0.23548
H -0.94502 1.69871 1.89786
H 0.31834 2.64296 2.67544
H -0.18014 0.45940 3.73310
H 1.51857 0.70077 3.36763
H 2.79058 -5.14454 3.86835
S -1.45183 -2.68146 -0.13124
C -2.85400 -2.03573 0.65986
N -3.65462 -2.79488 1.32346
N -4.61673 -2.16904 2.07488
C -4.27404 -1.20530 3.05964
C -5.30097 -0.44255 3.60556
C -5.03005 0.48852 4.59637
C -3.73083 0.67646 5.04782
C -2.70782 -0.08769 4.50042
C -2.96805 -1.02271 3.50946
N -3.18351 -0.66069 0.60593
N -2.28915 0.12265 0.25019
C -2.79280 1.47714 0.20343
C -2.59356 2.24187 -0.93174
C -3.07590 3.54245 -0.97459
C -3.72904 4.07763 0.12560
C -3.91938 3.30148 1.26433
C -3.46440 1.99482 1.30464
H -5.22934 -2.87957 2.44576
H -6.30970 -0.57242 3.23382
H -5.84067 1.07544 5.00919
H -3.51753 1.40400 5.81937
H -1.69360 0.02775 4.86136
H -2.15769 -1.61154 3.09497
H -2.07421 1.82329 -1.78031
H -2.93528 4.13107 -1.87249
H -4.09484 5.09558 0.09693
H -4.43134 3.71356 2.12408
H -3.61425 1.37524 2.18065
O 2.78924 -0.66201 -0.54629
C 1.84264 -0.60393 -1.32459
C 2.14808 -0.44373 -2.79449
C 3.45671 -0.54515 -3.26220
C 3.72174 -0.43605 -4.61421
C 2.67729 -0.22076 -5.51055
C 1.37645 -0.10861 -5.05146
C 1.10185 -0.22184 -3.68774
P -0.58668 -0.06510 -2.99894
C -1.45830 -1.56570 -3.57396
C -2.75492 -1.77366 -3.10194
C -3.47313 -2.89621 -3.47318
C -2.88771 -3.84868 -4.29682
C -1.58852 -3.66852 -4.74377
C -0.87557 -2.53072 -4.38685
C -1.28578 1.24392 -4.09388
C -0.53075 2.38801 -4.35967
C -1.07274 3.44917 -5.06849
C -2.38404 3.39065 -5.51937
C -3.14375 2.25939 -5.26143
C -2.60035 1.19610 -4.55400
H 4.24491 -0.71600 -2.53934
H 4.73733 -0.52103 -4.97951
H 2.88143 -0.13955 -6.57062
H 0.57063 0.07008 -5.75320
H -3.19859 -1.06116 -2.41440
H -4.47613 -3.04349 -3.09453
H -3.43796 -4.73858 -4.57304
H -1.12129 -4.41796 -5.36948
H 0.14091 -2.40848 -4.73657
H 0.49580 2.44917 -4.01982
H -0.46508 4.32184 -5.27146
H -2.80731 4.21766 -6.07436
H -4.16459 2.19730 -5.61581
H -3.20735 0.31862 -4.37756

***

(8)
99
Properties=species:S:1:pos:R:3 method="wB97M-V/def2-TZVPD" spin_multiplicity=3 total_charge=+2 s_squared=2.01 gap_ev="7.6 / 7.3" max_force_ha_per_bohr=0.0057 relative_energy_kcal_mol=0.00
W 0.65532 -0.27069 0.45591
C -4.47630 0.41003 1.95912
C -3.31164 -0.23039 2.61016
N -3.27221 -0.76612 3.78640
N -1.99384 -1.22154 3.93278
C -1.23053 -0.97571 2.88374
S 0.42762 -1.35800 2.63162
N -2.05705 -0.34682 2.02314
N -1.61710 0.06624 0.76009
H -5.31038 0.39089 2.65574
H -4.76464 -0.12676 1.05396
H -4.25900 1.44663 1.69614
H -1.72051 -1.67942 4.79100
H -2.11937 -0.44334 0.03153
H -1.78563 1.06729 0.62791
C -0.23388 2.86210 -4.92350
C 0.78016 1.82458 -4.51028
C 1.62674 1.38477 -5.69234
O 0.12034 0.72672 -3.89184
C 1.09373 0.19066 -3.02545
C 1.65879 1.47925 -2.34407
O 1.66771 2.33836 -3.47353
C 1.02904 2.33485 -1.19103
O 0.76218 1.52060 0.00872
C -0.32969 2.93733 -1.53545
C -0.51001 4.30633 -1.67186
C -1.77053 4.82840 -1.95013
C -2.86119 3.98883 -2.09418
C -2.68647 2.61321 -1.98010
C -1.43091 2.09609 -1.70819
C 2.04563 3.37869 -0.72188
C 1.82611 3.98757 0.51504
C 2.74166 4.88543 1.03793
C 3.89359 5.19874 0.32705
C 4.10856 4.61657 -0.91129
C 3.19119 3.71254 -1.43748
C 0.66298 -1.14911 -2.38777
O -0.04315 -0.94458 -1.13547
C 1.83155 -2.08124 -2.06391
C 3.14657 -1.88876 -2.46238
C 4.11026 -2.85795 -2.19688
C 3.76910 -4.03119 -1.54416
C 2.45321 -4.22971 -1.13725
C 1.49716 -3.26030 -1.39144
C -0.28907 -1.85594 -3.34629
C -1.66476 -1.70880 -3.23521
C -2.51127 -2.31486 -4.15115
C -1.98742 -3.06222 -5.19547
C -0.61286 -3.20319 -5.31635
C 0.23254 -2.60700 -4.39308
H -0.84553 2.46348 -5.73225
H 0.28877 3.74543 -5.28929
H -0.87774 3.14310 -4.09678
H 0.97961 0.97966 -6.46922
H 2.36752 0.63266 -5.42180
H 2.16019 2.24621 -6.09171
H 1.94173 -0.10529 -3.65005
H 2.69189 1.27256 -2.04303
H 0.33111 4.97773 -1.57200
H -1.89165 5.89807 -2.05780
H -3.83775 4.39785 -2.31681
H -3.52331 1.94567 -2.14851
H -1.28583 1.02341 -1.71539
H 0.92963 3.75296 1.07540
H 2.55352 5.34692 1.99861
H 4.60931 5.90255 0.73071
H 4.99143 4.86957 -1.48450
H 3.37368 3.30055 -2.41981
H 3.45905 -0.99994 -2.99480
H 5.12973 -2.69820 -2.52410
H 4.51618 -4.79404 -1.36867
H 2.16942 -5.15246 -0.64766
H 0.46566 -3.44182 -1.11695
H -2.08670 -1.10276 -2.44324
H -3.58265 -2.19640 -4.05462
H -2.64714 -3.53313 -5.91149
H -0.19647 -3.78594 -6.12706
H 1.30430 -2.73616 -4.48943
S 7.26872 -0.73116 1.23425
C 5.55824 -0.53594 1.03393
C 4.90477 0.68944 0.87405
C 3.54463 0.71356 0.70981
N 2.77927 -0.40311 0.67721
C 3.41121 -1.58817 0.85506
C 4.76169 -1.69154 1.03650
C 7.83663 0.94344 1.03250
C 8.17500 1.41289 -0.22742
C 8.58772 2.73521 -0.33362
N 8.67257 3.56108 0.70447
C 8.36588 3.08694 1.90778
C 7.94438 1.78106 2.13122
H 5.44191 1.62692 0.87553
H 3.03206 1.65719 0.59968
H 2.79212 -2.47432 0.82259
H 5.20318 -2.67096 1.16421
H 8.12262 0.77485 -1.09908
H 8.86099 3.14540 -1.29906
H 8.46533 3.77613 2.73820
H 7.70966 1.43663 3.12920